The following is a quantum chemistry calculation of a 7-piece molecular cluster, C12H43BNO5 overall, from the OMol25 dataset.

XYZ file:
```
62
Properties=species:S:1:pos:R:3:nbo_charge:R:1
O -2.0173 1.3717 -3.1000 -0.786
H -1.5910 0.4785 -2.7786 0.588
H -1.3726 1.8558 -3.6616 0.556
H -2.7652 1.1707 -3.7003 0.548
N -3.2814 -2.9273 -1.5765 -0.897
H -4.1439 -2.5439 -1.9598 0.439
H -3.4601 -3.3049 -0.6401 0.450
H -2.5176 -2.1919 -1.5483 0.496
H -3.0481 -3.7876 -2.0795 0.444
B -1.0946 -0.8821 -1.6845 -0.989
H -0.8334 -1.9421 -1.3293 0.055
H -2.2141 -0.6354 -1.5320 0.004
H -0.4620 -0.1168 -1.1066 0.071
H -0.9038 -0.8525 -2.8281 0.026
C -2.0086 2.5718 0.2901 -0.630
C -2.8286 2.0785 1.4888 0.104
C -3.9245 3.0407 1.9098 -0.621
O -3.4190 0.8357 1.1167 -0.770
H -1.1737 1.8786 0.1758 0.207
H -1.6506 3.5837 0.4856 0.219
H -2.6184 2.5550 -0.6136 0.184
H -2.2023 1.8469 2.3581 0.163
H -3.5237 4.0410 2.0611 0.214
H -4.4411 2.6460 2.7818 0.223
H -4.6304 3.0977 1.0765 0.203
H -2.7545 0.1343 1.0972 0.492
C 2.6730 1.8598 0.3055 -0.619
C 2.4905 2.3405 1.7195 0.097
C 3.7854 2.8495 2.3746 -0.632
O 1.5125 3.3768 1.6890 -0.723
H 3.3227 0.9835 0.2843 0.212
H 3.0983 2.5784 -0.3981 0.213
H 1.7071 1.5592 -0.1087 0.203
H 2.1133 1.4739 2.2800 0.145
H 3.5578 3.3747 3.3055 0.205
H 4.2646 3.5711 1.7128 0.215
H 4.4573 2.0304 2.6282 0.218
H 1.5631 3.8063 2.5505 0.468
C 2.7363 -1.3707 -1.2466 -0.642
C 2.3855 -1.7059 -2.7006 0.098
C 3.4393 -2.5348 -3.4297 -0.618
O 1.2157 -2.5278 -2.6219 -0.758
H 3.7478 -1.0018 -1.0663 0.215
H 2.6168 -2.2400 -0.6024 0.220
H 2.0319 -0.5792 -0.9867 0.203
H 2.1782 -0.8327 -3.3296 0.150
H 3.6283 -3.4728 -2.9079 0.215
H 4.3654 -1.9662 -3.5196 0.212
H 3.0817 -2.7768 -4.4309 0.214
H 0.5019 -1.9409 -2.3124 0.487
C -0.0381 -0.8980 3.2948 -0.619
C -0.0412 -1.4783 1.8791 0.088
C 0.0334 -2.9691 1.7891 -0.642
O -1.2876 -1.0610 1.2754 -0.790
H 0.9686 -0.9361 3.7114 0.217
H -0.8067 -1.3687 3.9045 0.216
H -0.2281 0.1721 3.1890 0.219
H 0.8272 -1.0164 1.3958 0.171
H 0.7684 -3.4145 2.4648 0.227
H 0.2363 -3.3541 0.7863 0.209
H -0.9067 -3.4353 2.0995 0.209
H -1.1197 -1.0971 0.3189 0.502
```

Summary:
E_HOMO	-11.8771	eV
total charge	+1
E_LUMO	-3.888	eV
gap between HOMO and LUMO	7.99	eV
energy above the lowest of the compared OMol25 structures with the same formula, charge and spin	1.296	eV
largest force on an atom	0.0344	Eh/bohr
energy	-938.41812	hartree